{"formula": "C14H7BCl5F4MnO3", "method": "the ωB97M-V functional and the def2-TZVPD basis", "symbols": ["Mn", "C", "C", "O", "C", "C", "C", "C", "C", "C", "O", "H", "H", "H", "H", "H", "H", "H", "Cl", "C", "C", "Cl", "C", "Cl", "C", "O", "C", "Cl", "C", "Cl", "F", "B", "F", "F", "F"], "positions_angstrom": [[0.5119, 0.0023, 0.3313], [-1.6877, 1.7404, -2.8799], [-0.6980, 1.6901, -1.7551], [-0.8979, 0.8236, -0.8879], [0.4031, 2.6381, -1.7008], [0.4214, 3.7460, -2.5659], [1.4041, 4.6992, -2.4793], [2.4078, 4.5512, -1.5163], [2.4234, 3.4695, -0.6648], [1.4273, 2.4992, -0.7522], [1.5112, 1.4580, 0.0698], [-2.3435, 0.8780, -2.8118], [-1.1633, 1.7377, -3.8360], [-2.2855, 2.6527, -2.8224], [-0.3604, 3.8554, -3.3057], [1.4026, 5.5497, -3.1460], [3.1936, 5.2931, -1.4432], [3.2069, 3.3289, 0.0682], [-3.9516, -1.9647, 5.5769], [-2.9191, -1.8163, 4.2091], [-2.3246, -0.5955, 3.9173], [-2.5956, 0.7884, 4.9012], [-1.4985, -0.5046, 2.8109], [-0.7090, 0.9906, 2.3845], [-1.2294, -1.5784, 1.9724], [-0.4310, -1.4554, 0.9261], [-1.8285, -2.7991, 2.2772], [-1.4911, -4.1300, 1.2485], [-2.6645, -2.9148, 3.3822], [-3.3898, -4.4310, 3.7366], [2.1916, -1.1075, 0.1382], [2.3049, -1.2632, -1.3525], [3.2643, -0.3977, -1.8015], [2.5025, -2.5735, -1.6415], [0.9891, -0.8105, -1.7336]], "forces_ev_per_angstrom": [[-0.3, -0.1, -0.8], [0.0, 0.1, 0.0], [0.0, 0.2, -0.1], [0.2, -0.3, 0.5], [-0.3, -0.1, -0.1], [0.0, 0.0, -0.1], [0.0, 0.0, 0.0], [0.0, 0.0, 0.0], [0.2, 0.2, 0.0], [-0.1, -0.5, 0.3], [0.3, 0.7, 0.1], [0.0, 0.0, 0.0], [0.0, 0.0, 0.0], [0.0, 0.0, 0.0], [0.0, 0.0, 0.0], [0.0, 0.0, 0.0], [0.0, 0.0, 0.0], [0.0, 0.0, 0.0], [0.0, 0.0, 0.0], [0.0, 0.0, 0.0], [0.0, 0.1, 0.1], [0.0, -0.1, 0.0], [0.1, 0.2, 0.0], [0.0, 0.0, 0.1], [0.3, 0.3, -0.4], [-0.2, -0.3, 0.2], [-0.1, -0.3, 0.0], [0.0, 0.0, 0.1], [0.0, -0.1, 0.0], [0.0, 0.0, 0.0], [-0.1, 0.1, 0.3], [0.2, -0.1, -0.2], [-0.2, -0.2, 0.1], [0.0, 0.2, 0.0], [0.1, 0.0, 0.0]], "spin_multiplicity": 5, "e_tot_ev": -126260.77037, "orbital_gap_ev": [6.9, 7.8]}